{"formula": "C44H37NOP2PtS", "method": "ωB97M-V/def2-TZVPD", "e_homo_ev": -13.5997, "gap_ev": 6.21, "energy_ev": -82412.4664, "total_charge": 2, "relative_energy_kj_mol": 0.00, "spin_multiplicity": 1, "elements": ["Pt", "S", "P", "P", "O", "N", "C", "C", "C", "C", "C", "C", "C", "C", "C", "C", "C", "C", "C", "C", "C", "C", "C", "C", "C", "C", "C", "C", "C", "C", "C", "C", "C", "C", "C", "C", "C", "C", "C", "C", "C", "C", "C", "C", "C", "C", "C", "C", "C", "C", "H", "H", "H", "H", "H", "H", "H", "H", "H", "H", "H", "H", "H", "H", "H", "H", "H", "H", "H", "H", "H", "H", "H", "H", "H", "H", "H", "H", "H", "H", "H", "H", "H", "H", "H", "H", "H"], "xyz": [[0.16709, -0.10367, -0.04626], [0.39579, -2.37491, 0.43208], [1.15671, 0.11343, 2.03593], [-0.77982, -0.94756, -2.02175], [1.60565, -3.13007, 0.13824], [-0.07438, 1.77068, -0.49321], [0.69421, -1.61102, -2.83994], [-0.72590, 3.20585, 3.86256], [2.95591, -1.25187, -3.57603], [-3.53382, 1.36438, -3.92270], [0.29868, 3.84819, 4.54774], [-0.93355, 2.71382, -0.31989], [4.89335, -1.50843, 2.18555], [-3.26218, 1.11086, -5.26121], [-2.28151, 2.56909, 0.26297], [0.09695, -2.44158, 2.21358], [1.59139, 3.34973, 4.49256], [-2.64491, -4.88204, -0.66464], [-0.32963, -3.57585, 2.88840], [1.80576, -0.77704, -2.96945], [-1.46182, -0.35695, -4.63619], [5.08774, 0.71764, 1.28746], [-2.80060, -2.89477, -2.00521], [-1.74195, -0.11653, -3.29098], [0.74236, -2.91602, -3.32343], [3.72050, 0.88725, 1.40349], [-0.49682, 4.04371, -0.76688], [-2.22793, 0.25759, -5.61550], [0.46452, -1.29735, 2.92720], [1.89678, -3.38446, -3.93233], [2.93423, -0.13954, 1.93486], [-2.61043, 4.93146, -0.08455], [0.85338, 1.58608, 3.03148], [3.52154, -1.34385, 2.31274], [-1.64193, -2.40990, -1.41551], [0.86474, 4.21247, -1.33962], [3.00172, -2.55478, -4.05543], [-3.32085, -4.11874, -1.60221], [0.35989, -1.28546, 4.31331], [5.67409, -0.47992, 1.68207], [1.87344, 2.21868, 3.73908], [-1.02815, -3.13487, -0.38569], [-3.07396, 3.68208, 0.34733], [-2.77321, 0.75640, -2.93951], [-1.34204, 5.11834, -0.61908], [-1.49048, -4.39894, -0.05980], [-2.83292, 1.25943, 0.73085], [-0.11045, -2.40425, 4.98326], [-0.44872, 2.08070, 3.10665], [-0.44140, -3.54664, 4.27137], [-4.33513, 2.03748, -3.64898], [0.99915, 3.55197, -2.19685], [-2.05611, 0.52477, 0.93936], [3.26259, 1.81444, 1.07714], [1.03212, 5.24258, -1.64310], [-2.01354, 0.06911, -6.65842], [-3.27261, -2.33495, -2.80285], [5.69831, 1.51599, 0.88811], [3.90277, -2.92416, -4.52589], [-2.97353, 0.96752, -1.89968], [-1.02643, 6.10545, -0.92748], [3.82016, -0.60842, -3.66924], [1.62173, 3.92747, -0.60827], [-3.01132, -5.86321, -0.39607], [2.92164, -2.15487, 2.70335], [-0.55844, -4.49270, 2.37368], [1.77016, 0.24488, -2.60544], [-0.65128, -1.01486, -4.91866], [-0.95184, -5.03516, 0.62401], [2.88224, 1.82973, 3.71466], [-0.20550, -2.38869, 6.06029], [5.34985, -2.44262, 2.48197], [-0.78657, -4.42974, 4.79128], [-3.43845, 1.41283, 1.62442], [-3.85605, 1.58536, -6.03064], [-1.24597, 1.56367, 2.59356], [-0.11205, -3.57377, -3.21825], [-4.07310, 3.60162, 0.75591], [0.64742, -0.40006, 4.86596], [-3.27086, 5.78618, 0.00234], [2.38497, 3.83623, 5.04306], [-4.23008, -4.49296, -2.05229], [-3.49427, 0.82580, -0.02284], [-1.73939, 3.57989, 3.92480], [0.08565, 4.73109, 5.13530], [1.93303, -4.39775, -4.30811], [6.74372, -0.61099, 1.59008]], "forces_ev_per_a": [[-0.765, -0.479, -0.042], [-0.070, 0.217, -0.087], [0.092, 0.235, -0.117], [0.893, 0.005, -0.015], [-0.047, -0.023, 0.009], [0.422, 0.080, 0.161], [-0.133, -0.044, -0.120], [0.003, 0.014, 0.003], [0.012, -0.003, -0.004], [0.003, 0.012, 0.006], [-0.002, -0.003, 0.006], [-0.212, -0.106, -0.038], [0.019, 0.010, -0.016], [-0.009, 0.006, -0.014], [0.024, -0.016, 0.039], [-0.131, 0.107, -0.016], [-0.007, 0.005, 0.008], [0.020, -0.013, -0.006], [0.105, -0.048, -0.025], [-0.029, 0.042, -0.028], [-0.029, -0.012, 0.036], [-0.003, 0.000, -0.004], [0.128, -0.085, -0.071], [-0.123, 0.096, 0.151], [-0.011, -0.007, 0.031], [-0.042, -0.059, -0.077], [-0.028, 0.025, 0.026], [0.003, 0.003, -0.009], [0.023, -0.031, 0.028], [0.008, 0.015, -0.001], [0.035, -0.010, 0.008], [-0.011, -0.004, -0.001], [0.023, -0.018, 0.008], [-0.012, 0.066, 0.041], [-0.172, 0.046, 0.127], [0.005, -0.003, -0.039], [-0.008, -0.003, 0.002], [0.016, -0.018, -0.007], [0.007, -0.013, -0.034], [-0.002, -0.017, 0.004], [0.017, -0.040, -0.002], [-0.169, 0.195, 0.130], [0.007, -0.047, 0.018], [0.056, -0.018, -0.035], [0.063, 0.000, -0.030], [0.125, -0.091, -0.083], [0.054, 0.027, 0.013], [-0.004, -0.014, -0.002], [0.027, -0.023, 0.004], [0.003, -0.011, 0.005], [-0.006, 0.001, 0.000], [0.011, 0.003, 0.007], [-0.037, -0.005, -0.023], [-0.002, 0.018, 0.026], [-0.002, 0.003, -0.007], [0.003, -0.003, -0.006], [-0.012, 0.015, 0.011], [0.003, 0.000, -0.006], [0.006, -0.004, 0.002], [-0.017, -0.029, -0.004], [-0.008, 0.008, -0.011], [0.000, 0.006, -0.017], [0.002, 0.006, -0.001], [-0.012, 0.000, 0.008], [0.003, -0.005, 0.021], [-0.036, 0.025, -0.005], [0.006, -0.034, 0.035], [0.001, -0.011, -0.007], [-0.012, 0.015, 0.015], [0.008, 0.012, -0.018], [0.008, -0.004, 0.005], [0.003, -0.005, 0.001], [-0.007, 0.001, 0.004], [-0.015, -0.003, -0.008], [-0.002, 0.003, -0.004], [-0.024, 0.002, 0.004], [-0.003, -0.002, -0.021], [-0.002, 0.016, 0.006], [-0.010, 0.010, 0.001], [-0.006, 0.007, 0.013], [0.004, 0.005, -0.002], [-0.002, -0.004, -0.006], [-0.019, 0.011, 0.027], [-0.006, 0.004, 0.004], [-0.003, -0.003, 0.006], [0.004, -0.008, 0.006], [0.006, 0.001, 0.002]]}